## A
Formula: C7H14N2S2
Source: OMol25
Level of theory: ωB97M-V with the def2-TZVPD basis set

```
! wB97M-V def2-TZVPD RIJCOSX def2/J DEFGRID3
* xyz 0 1
C -0.056 -2.451 0.466
C 1.122 -1.946 -0.409
C -0.012 -0.776 -2.346
C -1.700 0.543 -0.305
C -0.252 1.344 1.500
C -0.040 2.884 1.588
C 0.649 0.627 -0.537
H 0.285 -2.036 1.740
H -1.321 -2.036 0.113
H -0.064 -3.866 0.252
H 1.660 -2.730 -1.163
H 2.189 -1.756 -0.005
H 0.068 -1.926 -2.609
H 0.535 -0.288 -3.272
H -1.164 1.175 2.089
H 0.539 0.694 1.864
H -0.792 3.367 0.941
H -0.345 3.013 2.869
H 1.118 3.309 1.457
H 1.687 1.056 -0.151
H 0.672 1.163 -1.600
N 0.640 -0.754 -1.053
N -0.504 0.883 0.106
S -1.764 -0.020 -2.094
S -3.151 0.527 0.560
*
```

Kohn-Sham gap = 8.664 eV
E_HOMO = -0.3021 hartree

=====

## B
Formula: C7H14N2S2
Source: OMol25
Level of theory: ωB97M-V with the def2-TZVPD basis set

```
! wB97M-V def2-TZVPD RIJCOSX def2/J DEFGRID3
* xyz 0 1
C 2.849 -1.111 1.125
C 2.217 -0.135 0.129
N 0.760 -0.468 0.006
C 0.130 0.216 -1.099
S -0.626 1.836 -0.653
C -1.898 1.024 0.351
S -3.483 1.719 0.313
N -1.496 -0.198 0.944
C -2.554 -1.090 1.650
C -2.643 -2.413 0.885
C -0.026 -0.399 1.279
H 2.244 -1.408 2.063
H 2.994 -2.103 0.651
H 3.794 -0.653 1.371
H 2.718 -0.215 -0.915
H 2.392 0.828 0.557
H 0.869 0.315 -1.925
H -0.680 -0.347 -1.622
H -2.173 -1.293 2.657
H -3.508 -0.610 1.774
H -1.677 -2.694 0.629
H -3.187 -3.148 1.489
H -3.309 -2.394 -0.024
H 0.517 0.217 1.991
H -0.021 -1.324 1.878
*
```

Kohn-Sham gap = 8.565 eV
E_HOMO = -0.2972 hartree
SMILES = CCN1CSC(=S)N(CC)C1

=====

B is favored, and the nearest alternative lies 515.5 kJ/mol above it.

=====

## A
Formula: C3H11NO2S
Source: OMol25
Level of theory: ωB97M-V with the def2-TZVPD basis set

```
! wB97M-V def2-TZVPD RIJCOSX def2/J DEFGRID3
* xyz 0 1
O -2.453 -2.167 0.492
C -1.227 -2.956 0.427
N -0.278 -2.342 -0.419
C -0.149 -0.879 -0.375
C 1.158 -0.407 0.282
S 1.877 0.965 -0.659
H -3.156 -2.702 0.872
H -0.851 -3.084 1.431
H -1.563 -3.894 -0.003
H -0.315 -2.643 -1.370
H -0.173 -0.489 -1.386
H -0.983 -0.463 0.190
H 1.089 -0.203 1.351
H 1.888 -1.213 0.356
H 2.064 1.803 0.368
O 1.300 6.983 -0.241
H 0.751 6.187 -0.313
H 1.020 7.503 -1.002
*
```

Kohn-Sham gap = 9.685 eV
E_HOMO = -0.3291 hartree
SMILES = OCNCCS.O

=====

## B
Formula: C3H11NO2S
Source: OMol25
Level of theory: ωB97M-V with the def2-TZVPD basis set

```
! wB97M-V def2-TZVPD RIJCOSX def2/J DEFGRID3
* xyz 0 1
C -0.037 -1.298 -0.169
C 0.971 -0.293 -0.886
S 2.511 -0.366 -0.029
N -1.365 -1.076 -0.624
C -1.912 0.011 0.190
O -0.974 0.985 0.381
H 0.176 -1.105 0.874
H 0.220 -2.311 -0.463
H 0.950 -0.719 -1.890
H 0.566 0.724 -0.827
H 1.277 2.825 -1.036
H -1.952 -1.901 -0.617
H -2.255 -0.402 1.166
H -2.789 0.443 -0.300
H 0.107 0.714 1.324
H 1.879 2.753 -0.573
H 1.735 0.487 1.496
O 0.893 0.529 1.982
*
```

Kohn-Sham gap = 4.737 eV
E_HOMO = -0.3260 hartree

=====

A is favored, and the nearest alternative lies 570.6 kJ/mol above it.

=====

## A
Formula: C7H6N3O
Source: OMol25
Level of theory: ωB97M-V with the def2-TZVPD basis set

```
! wB97M-V def2-TZVPD RIJCOSX def2/J DEFGRID3
* xyz 1 1
C 3.002 0.327 0.113
C 1.622 -1.402 -0.323
C 2.012 1.248 0.247
C 0.543 -0.582 -0.089
C -1.848 -0.656 0.055
C -0.473 1.392 0.141
C -3.258 -0.421 0.051
N 2.846 -0.964 -0.237
N -0.757 -0.964 -0.203
N 0.672 0.788 0.007
O -1.344 2.082 -0.191
H 4.028 0.583 0.262
H 1.382 -2.447 -0.475
H 2.091 2.170 0.641
H -3.709 -0.374 1.005
H -3.629 -1.292 -0.460
H -3.180 0.511 -0.546
*
```

Kohn-Sham gap = 6.733 eV
E_HOMO = -0.4344 hartree

=====

## B
Formula: C7H6N3O
Source: OMol25
Level of theory: ωB97M-V with the def2-TZVPD basis set

```
! wB97M-V def2-TZVPD RIJCOSX def2/J DEFGRID3
* xyz 1 1
C -2.260 1.752 -1.029
C -0.015 1.877 -1.060
C -2.341 0.596 -0.293
C 0.102 0.858 -0.118
C 1.707 -0.722 0.726
C -1.044 -1.086 0.627
C 2.606 -1.802 0.886
N -1.142 2.414 -1.448
N 1.162 0.157 0.161
N -1.124 0.089 0.280
O -1.048 -2.133 1.115
H -3.064 2.163 -1.589
H 0.915 2.412 -1.406
H -3.234 -0.005 0.049
H 2.770 -2.547 0.092
H 2.432 -2.682 1.647
H 3.577 -1.340 1.360
*
```

Kohn-Sham gap (alpha / beta) = 6.671 / 6.670 eV
E_HOMO (alpha / beta) = -0.4377 / -0.4376 hartree

=====

A is favored, and the nearest alternative lies 36.7 kJ/mol above it.

=====

## A
Formula: C3H7NOSi
Source: OMol25
Level of theory: ωB97M-V with the def2-TZVPD basis set

```
! wB97M-V def2-TZVPD RIJCOSX def2/J DEFGRID3
* xyz 0 1
O 0.902 2.219 0.145
C 0.747 1.023 0.144
C 1.755 -0.096 -0.062
C 0.666 -1.065 0.082
N -0.367 0.211 0.196
Si -2.072 0.458 0.016
H 2.205 -0.026 -1.151
H 2.683 -0.287 0.603
H 0.231 -1.639 -0.813
H 0.731 -1.747 1.047
H -2.809 1.804 0.394
H -2.295 -0.795 0.835
H -2.377 -0.059 -1.436
*
```

Kohn-Sham gap = 10.430 eV
E_HOMO = -0.3546 hartree
SMILES = O=C1CCN1[SiH3]

=====

## B
Formula: C3H7NOSi
Source: OMol25
Level of theory: ωB97M-V with the def2-TZVPD basis set

```
! wB97M-V def2-TZVPD RIJCOSX def2/J DEFGRID3
* xyz 0 1
C -0.124 0.783 2.420
C -0.032 1.093 1.275
C 0.266 1.374 -0.136
N -0.361 0.852 -1.395
O -0.197 -0.568 -1.506
Si 0.083 -1.963 -0.585
H -0.159 0.611 3.444
H 1.338 1.123 -0.259
H 0.217 2.483 -0.081
H -1.397 1.042 -1.652
H -1.280 -2.540 -0.016
H 1.180 -1.713 0.291
H 0.467 -2.575 -1.801
*
```

Kohn-Sham gap = 9.798 eV
E_HOMO = -0.3281 hartree
SMILES = C#CCNO[SiH3]

=====

A is favored, and the nearest alternative lies 288.1 kJ/mol above it.